Here is a molecular structure, C30H61BrCaCl2CsF2N2NaO7PS2 in a non-equilibrium geometry from the OMol25 dataset. Energies are from wB97M-V/def2-TZVPD.

Summary:
2S+1: 1
HOMO-LUMO gap, eV: 0.7
Max |F|, eV/A: 16.8
LUMO energy, eV: -2.399
Charge: -1

Element x y z (Å)
1 C 8.947 -2.233 1.499
2 C 9.061 -0.611 1.249
3 C 8.503 -0.140 -0.227
4 C 7.011 -0.764 -0.600
5 C 6.116 0.499 -1.195
6 C 5.082 0.066 -2.398
7 C 3.947 -1.029 -1.930
8 C 3.053 -1.368 -3.301
9 N 1.562 -1.346 -3.049
10 C 0.822 -0.458 -4.031
11 C 0.645 1.093 -3.470
12 C -0.607 1.286 -2.429
13 C -0.202 2.155 -1.058
14 C -1.135 1.666 0.224
15 C -1.655 2.891 1.179
16 C -3.010 3.654 0.666
17 C -4.130 2.692 -0.046
18 C 0.924 -2.713 -3.153
19 S 1.076 -3.812 -4.442
20 S -0.196 -3.242 -1.720
21 C -1.993 -3.321 -2.249
22 C -3.000 -2.669 -1.084
23 C -3.646 -3.896 -0.205
24 P -4.896 -3.136 1.062
25 C -4.893 -1.231 0.809
26 C -5.838 -0.461 1.937
27 F -4.927 0.017 3.008
28 C -6.641 -3.848 0.684
29 C -7.391 -2.974 -0.511
30 O -7.962 -1.773 -0.249
31 Cl -7.510 -3.575 -2.299
32 H 7.912 -2.531 2.000
33 H 9.773 -2.504 2.306
34 H 9.125 -2.857 0.506
35 H 10.226 -0.357 1.291
36 H 8.541 -0.009 2.131
37 H 8.410 1.034 -0.189
38 H 9.305 -0.392 -1.075
39 H 7.115 -1.574 -1.451
40 H 6.459 -1.156 0.363
41 H 6.825 1.338 -1.660
42 H 5.536 1.021 -0.313
43 H 4.491 1.057 -2.696
44 H 5.654 -0.363 -3.351
45 H 4.535 -2.022 -1.627
46 H 3.266 -0.673 -1.038
47 H 3.314 -0.539 -4.114
48 H 3.476 -2.379 -3.710
49 H -0.261 -0.899 -4.152
50 H 1.335 -0.509 -5.082
51 H 1.619 1.486 -2.939
52 H 0.398 1.764 -4.424
53 H -1.440 1.943 -2.974
54 H -1.138 0.277 -2.146
55 H 0.937 1.905 -0.803
56 H -0.366 3.302 -1.232
57 H -1.967 0.934 -0.152
58 H -0.405 1.006 0.899
59 H -0.788 3.711 1.173
60 H -1.735 2.553 2.321
61 H -3.531 4.102 1.643
62 H -2.760 4.613 0.000
63 H -3.996 2.783 -1.229
64 H -5.205 3.133 0.223
65 H -4.067 1.565 0.311
66 H -2.109 -2.600 -3.180
67 H -2.386 -4.393 -2.519
68 H -2.303 -2.024 -0.390
69 H -3.801 -2.014 -1.649
70 H -4.203 -4.609 -0.978
71 H -2.843 -4.578 0.328
72 H -5.385 -0.990 -0.247
73 H -3.811 -0.784 0.889
74 H -6.690 -1.155 2.356
75 H -6.308 0.509 1.440
76 H -7.352 -3.776 1.627
77 H -6.587 -4.989 0.362
78 F -6.662 -2.082 -3.858
79 Ca -7.262 -4.113 3.392
80 C -3.648 6.275 4.265
81 C -2.788 7.033 3.292
82 O -1.737 6.570 2.853
83 N -3.201 8.270 2.895
84 C -4.390 8.987 3.288
85 H -3.186 5.308 4.484
86 H -3.738 6.834 5.201
87 H -4.636 6.095 3.832
88 H -2.567 8.713 2.240
89 H -4.972 9.198 2.387
90 H -4.082 9.930 3.745
91 H -5.002 8.423 3.994
92 Br -4.262 1.119 -1.692
93 Cs -6.062 1.768 2.534
94 C -7.874 0.393 -6.462
95 O -7.844 -0.858 -6.372
96 O -7.853 0.951 -5.260
97 O -7.919 1.151 -7.456
98 H -7.821 0.073 -4.829
99 C 10.606 -3.048 6.471
100 C 9.930 -3.791 5.337
101 O 10.724 -3.707 4.162
102 H 10.758 -1.997 6.206
103 H 10.004 -3.099 7.383
104 H 11.594 -3.471 6.677
105 H 8.952 -3.351 5.120
106 H 9.786 -4.846 5.589
107 H 11.587 -4.108 4.363
108 O -8.071 -6.660 -4.205
109 H -7.653 -5.896 -3.851
110 Na 10.029 -3.959 8.834
111 Cl -4.671 -2.887 -4.077

Cartesian forces (eV/Å) of the 2 atoms listed first:
0.2 0.2 0.9
0.7 -0.3 -0.4

Here are the Mulliken charges for atoms 1 to 99, given in e: -0.5717, -0.5147, -0.6364, -0.2449, -0.6490, -0.5906, -0.3063, -0.8946, 0.4086, -0.8580, -0.4729, 0.2171, -0.6220, 0.2362, -0.5588, 0.3278, -0.1736, -0.1703, -0.1480, -0.1473, -0.4873, 0.1039, -0.5869, 0.2499, 0.3391, -1.3930, -0.4828, 0.0623, 0.1230, -0.5096, -0.0222, 0.2276, 0.0568, 0.2230, 0.3004, 0.2297, 0.3223, 0.2360, 0.2622, 0.2123, 0.3519, 0.2200, 0.2227, 0.2513, 0.2033, 0.2152, 0.3474, 0.3407, 0.3943, 0.4366, 0.1362, 0.3317, 0.2480, -0.3110, 0.2237, 0.2619, -0.4038, 0.2955, 0.2257, 0.2302, -0.3457, 0.2603, 0.1746, 0.6087, -0.9901, 0.1233, 0.4326, 0.1119, -0.0540, 0.3829, 0.2923, 0.2191, 0.1807, 0.4482, 0.5998, -0.3609, 0.5013, -0.2973, -0.0765, -1.3119, 0.7864, -0.6344, -0.1732, -0.8103, 0.2508, 0.4565, 0.3390, 0.2370, 0.2787, 0.2762, 0.3119, -0.5902, 0.8500, 0.7533, -0.6320, -0.4801, -0.7344, 0.3233, -0.7589

---

Here is 2 unconnected molecules or ions with the total composition C30H61N2O2S2 in a non-equilibrium geometry from the OMol25 dataset. Energies are from wB97M-V/def2-TZVPD.

Summary:
2S+1: 1
HOMO-LUMO gap, eV: 7.9
Max |F|, eV/A: 1.7
LUMO energy, eV: -2.982
Charge: +1

Element x y z (Å)
1 C -2.224 3.985 3.985
2 C -3.644 3.440 3.842
3 C -3.692 1.950 4.201
4 C -3.293 1.076 3.013
5 C -3.130 -0.403 3.446
6 C -4.413 -1.202 3.238
7 C -4.607 -1.803 1.826
8 C -3.950 -1.054 0.666
9 C -3.931 -1.973 -0.589
10 C -2.840 -1.523 -1.567
11 C -3.316 -0.414 -2.513
12 C -3.835 -0.938 -3.860
13 C -2.746 -1.548 -4.733
14 C -1.757 -0.480 -5.271
15 C -0.426 -0.493 -4.505
16 C 0.636 -1.421 -5.156
17 C 0.722 -2.811 -4.525
18 C 1.478 -2.723 -3.182
19 C 2.997 -2.972 -3.408
20 C 3.800 -1.822 -2.793
21 S 5.498 -1.817 -3.426
22 C 6.421 -0.456 -2.636
23 C 7.196 0.363 -3.677
24 C 8.567 0.805 -3.124
25 C 8.794 2.328 -3.129
26 S 7.340 3.251 -2.583
27 C 7.313 4.512 -3.792
28 N 7.835 4.404 -4.946
29 N 7.596 5.607 -5.614
30 C 6.939 6.319 -4.799
31 O 6.719 5.722 -3.612
32 H -1.797 3.814 4.971
33 H -2.187 5.048 3.758
34 H -1.582 3.480 3.263
35 H -4.356 4.013 4.428
36 H -3.912 3.536 2.790
37 H -2.987 1.719 5.001
38 H -4.691 1.683 4.543
39 H -2.387 1.447 2.539
40 H -4.098 1.106 2.279
41 H -2.272 -0.839 2.936
42 H -2.860 -0.373 4.502
43 H -4.369 -2.045 3.929
44 H -5.254 -0.594 3.572
45 H -5.679 -1.800 1.623
46 H -4.314 -2.849 1.845
47 H -2.914 -0.796 0.854
48 H -4.565 -0.195 0.409
49 H -4.884 -1.947 -1.112
50 H -3.684 -2.973 -0.239
51 H -2.467 -2.360 -2.158
52 H -1.973 -1.148 -1.021
53 H -2.487 0.259 -2.734
54 H -4.105 0.184 -2.062
55 H -4.648 -1.644 -3.682
56 H -4.247 -0.095 -4.419
57 H -2.154 -2.271 -4.174
58 H -3.206 -2.100 -5.549
59 H -1.593 -0.676 -6.325
60 H -2.200 0.500 -5.107
61 H 0.000 0.510 -4.510
62 H -0.572 -0.815 -3.474
63 H 0.379 -1.507 -6.211
64 H 1.615 -0.936 -5.115
65 H 1.255 -3.474 -5.203
66 H -0.260 -3.235 -4.340
67 H 1.359 -1.735 -2.746
68 H 1.124 -3.497 -2.511
69 H 3.284 -3.928 -2.979
70 H 3.218 -3.022 -4.475
71 H 3.872 -1.972 -1.720
72 H 3.339 -0.872 -3.044
73 H 5.391 -1.430 -4.711
74 H 5.718 0.137 -2.056
75 H 7.099 -0.949 -1.951
76 H 7.400 -0.303 -4.517
77 H 6.609 1.186 -4.070
78 H 9.342 0.341 -3.726
79 H 8.733 0.455 -2.106
80 H 9.135 2.625 -4.114
81 H 9.598 2.558 -2.436
82 H 6.583 7.304 -5.037
83 C -4.390 -0.241 8.615
84 C -3.504 -0.871 7.554
85 O -2.379 -0.085 7.203
86 C -1.468 0.212 8.246
87 C -0.848 -1.015 8.893
88 H -4.738 0.740 8.287
89 H -5.257 -0.875 8.806
90 H -3.864 -0.106 9.561
91 H -4.078 -0.991 6.634
92 H -3.189 -1.875 7.859
93 H -1.946 0.847 9.000
94 H -0.682 0.812 7.787
95 H -1.594 -1.647 9.374
96 H -0.126 -0.714 9.652
97 H -0.334 -1.621 8.144

Cartesian forces (eV/Å) of the 2 atoms listed first:
-0.1 0.1 -0.3
0.5 -0.3 0.1

Atomic charges from the Mulliken analysis, expressed in e, are listed below: -1.2013, -0.6222, -0.1799, -0.5078, -0.4503, -0.4767, -1.0020, -0.2228, -1.0175, -0.5045, -0.7223, -1.0020, -0.1964, -0.9761, -0.1108, -0.9006, -0.8959, -0.8530, -0.9667, -0.6841, 0.0079, -0.3769, -0.8907, -0.9666, -0.7767, -0.2024, 0.5140, -0.1231, -0.5579, 0.0975, -0.3032, 0.2919, 0.3934, 0.2819, 0.3563, 0.2810, 0.1317, 0.3621, 0.2885, 0.2747, 0.4193, -0.0996, 0.3281, 0.3776, 0.1728, 0.4575, 0.2190, 0.1950, 0.2857, 0.4653, 0.4270, 0.4257, 0.3996, 0.3122, 0.3519, 0.3998, -0.0790, 0.3683, 0.4235, 0.4435, 0.4373, -0.0930, 0.5249, 0.2830, 0.4903, 0.3921, 0.4604, 0.4589, 0.4059, 0.5409, 0.4515, 0.5488, 0.2343, 0.3672, 0.5189, 0.5211, 0.4861, 0.3481, 0.4533, 0.4367, 0.4438, 0.4221, -1.2016, -0.0881, -0.3434, -0.4098, -1.0839, 0.3048, 0.4000, 0.2855, 0.1599, 0.3241, 0.3477, 0.3168, 0.2785, 0.3978, 0.2956

---

- The highest LUMO energy belongs to which entry?
  C30H61BrCaCl2CsF2N2NaO7PS2

---

- What is the formula in the second record?
  C30H61N2O2S2